Computed, not measured: an isolated molecule of C5H12O2, with wB97M-V/def2-TZVPD.

Computed properties:
E_HOMO ... -0.3624 Eh
SMILES ... COC[C@@H](C)CO
Energy relative to the best compared isomer or geometry (same formula, charge and spin) ... 26.74 kcal/mol
Charge ... 0
Total energy ... -9473.97631 eV
F_max ... 0.44 eV/Å

CARTESIAN COORDINATES (ANGSTROEM)
C1 2.621 0.339 -0.760
O1 1.225 0.536 -0.802
C2 0.483 -0.523 -0.222
C3 -0.988 -0.135 -0.143
C4 -1.812 -1.351 0.282
C5 -1.191 1.037 0.822
O2 -0.603 2.236 0.380
H1 2.877 -0.727 -0.815
H2 3.056 0.848 -1.624
H3 3.056 0.758 0.158
H4 0.614 -1.431 -0.834
H5 0.859 -0.749 0.791
H6 -1.303 0.193 -1.143
H7 -2.880 -1.112 0.316
H8 -1.514 -1.700 1.279
H9 -1.677 -2.183 -0.418
H10 -2.263 1.235 0.944
H11 -0.805 0.737 1.815
H12 0.244 1.992 -0.025

Charges per atom according to Mulliken partitioning, unit e:
1 C -0.761
2 O -0.386
3 C -0.715
4 C 0.668
5 C -1.575
6 C -0.667
7 O -0.579
8 H 0.335
9 H 0.240
10 H 0.293
11 H 0.397
12 H 0.345
13 H 0.210
14 H 0.399
15 H 0.342
16 H 0.406
17 H 0.331
18 H 0.280
19 H 0.436

---

Computed, not measured: a cluster of 2 separate species, C13H21NO in total at a distorted geometry, with wB97M-V/def2-TZVPD.

Computed properties:
E_HOMO ... -0.3350 Eh
SMILES ... CCN(C)C(C)=O.CCc1ccccc1
Energy relative to the best compared isomer or geometry (same formula, charge and spin) ... 56.79 kcal/mol
Charge ... 0
Total energy ... -17357.04266 eV
F_max ... 3.84 eV/Å

CARTESIAN COORDINATES (ANGSTROEM)
C1 2.951 4.506 0.132
C2 3.601 3.284 -0.587
N1 2.739 2.096 -0.326
C3 3.146 1.164 0.755
C4 2.033 1.679 -1.422
C5 1.518 0.195 -1.456
O1 1.834 2.312 -2.445
H1 1.904 4.355 0.529
H2 2.824 5.255 -0.645
H3 3.760 4.960 0.724
H4 3.259 3.447 -1.613
H5 4.674 3.101 -0.640
H6 2.548 0.294 0.668
H7 4.225 1.095 0.774
H8 3.059 1.758 1.678
H9 2.174 -0.465 -0.913
H10 0.594 0.222 -0.886
H11 1.327 -0.172 -2.456
C6 -3.156 -3.422 -1.634
C7 -2.400 -3.686 -0.337
C8 -2.406 -2.437 0.525
C9 -1.773 -1.233 0.236
C10 -1.975 -0.148 1.079
C11 -2.795 -0.216 2.207
C12 -3.118 -1.483 2.695
C13 -2.991 -2.550 1.788
H12 -4.237 -3.591 -1.661
H13 -2.996 -4.239 -2.366
H14 -2.747 -2.566 -2.208
H15 -2.938 -4.517 0.112
H16 -1.352 -3.946 -0.589
H17 -1.443 -1.048 -0.774
H18 -1.569 0.812 0.754
H19 -3.020 0.569 2.926
H20 -3.871 -1.855 3.400
H21 -3.382 -3.530 1.979

Charges per atom according to Mulliken partitioning, unit e:
1 C -1.125
2 C -0.587
3 N 0.071
4 C -1.087
5 C 0.822
6 C -1.092
7 O -0.642
8 H 0.300
9 H 0.335
10 H 0.321
11 H 0.259
12 H 0.538
13 H 0.426
14 H 0.300
15 H 0.328
16 H 0.307
17 H 0.157
18 H 0.365
19 C -1.068
20 C -0.566
21 C 0.529
22 C -0.048
23 C -0.408
24 C -0.581
25 C -0.600
26 C -0.413
27 H 0.325
28 H 0.352
29 H 0.254
30 H 0.311
31 H 0.312
32 H 0.367
33 H 0.350
34 H 0.338
35 H 0.288
36 H 0.265

---

Computed, not measured: a structure of composition C31H28BCrN2O3 at a distorted geometry, with wB97M-V/def2-TZVPD.

Computed properties:
E_HOMO (alpha / beta) ... -0.4569 / -0.4569 Eh
⟨S²⟩ ... 3.81
Charge ... +2
Total energy ... -70800.01286 eV
2S+1 ... 4
F_max ... 5.80 eV/Å

CARTESIAN COORDINATES (ANGSTROEM)
C1 1.132 5.515 3.254
N1 0.149 4.605 3.856
C2 -1.107 5.267 4.219
C3 0.221 3.213 3.625
C4 0.498 2.267 4.654
C5 0.574 0.915 4.346
N2 0.376 0.418 3.095
B1 0.431 -1.138 2.710
H1 0.073 -1.237 1.486
C6 0.126 1.322 2.095
C7 0.062 2.701 2.303
H2 2.012 4.929 2.963
H3 0.728 6.035 2.364
H4 1.436 6.271 4.001
H5 -1.832 4.509 4.540
H6 -0.933 5.973 5.050
H7 -1.531 5.833 3.367
H8 0.671 2.629 5.670
H9 0.806 0.187 5.116
H10 1.575 -1.600 2.706
H11 -0.379 -1.843 3.332
H12 -0.023 0.932 1.075
H13 -0.121 3.393 1.449
O1 1.212 3.811 -0.682
C8 0.935 3.110 -1.588
Cr1 0.844 1.763 -2.909
C9 1.337 0.696 -1.451
O2 1.695 0.105 -0.506
C10 2.744 2.021 -2.931
O3 3.854 2.185 -2.615
C11 0.105 2.824 -4.684
C12 -0.931 2.714 -3.750
C13 -1.245 1.484 -3.185
C14 -0.521 0.320 -3.532
C15 -0.590 -0.809 -2.613
C16 -0.429 -1.609 -1.705
C17 -0.460 -2.702 -0.833
C18 0.712 -3.568 -0.910
C19 1.604 -3.377 -2.005
C20 2.750 -4.153 -2.171
C21 3.070 -5.137 -1.231
C22 2.150 -5.438 -0.227
C23 0.973 -4.690 -0.089
C24 -1.782 -3.068 -0.354
C25 -2.904 -2.539 -1.055
C26 -4.208 -2.953 -0.787
C27 -4.451 -3.871 0.235
C28 -3.369 -4.441 0.911
C29 -2.056 -4.012 0.659
C30 0.499 0.431 -4.512
C31 0.765 1.668 -5.106
H14 0.376 3.802 -5.086
H15 -1.478 3.600 -3.432
H16 -2.005 1.384 -2.410
H17 1.333 -2.653 -2.781
H18 3.370 -3.997 -3.054
H19 4.000 -5.700 -1.325
H20 2.322 -6.288 0.433
H21 0.220 -5.026 0.614
H22 -2.722 -1.866 -1.897
H23 -5.025 -2.571 -1.403
H24 -5.478 -4.170 0.467
H25 -3.547 -5.244 1.627
H26 -1.229 -4.424 1.235
H27 1.083 -0.454 -4.759
H28 1.530 1.746 -5.879

Charges per atom according to Mulliken partitioning, unit e:
1 C -0.977
2 N 0.152
3 C -0.918
4 C 0.112
5 C -0.632
6 C -0.323
7 N -0.187
8 B 0.449
9 H -0.337
10 C -0.052
11 C -0.222
12 H 0.306
13 H 0.324
14 H 0.334
15 H 0.329
16 H 0.313
17 H 0.305
18 H 0.472
19 H 0.464
20 H -0.163
21 H -0.175
22 H 0.191
23 H 0.271
24 O -0.337
25 C 0.534
26 Cr -0.377
27 C 0.614
28 O -0.302
29 C 0.443
30 O -0.257
31 C -0.719
32 C -0.684
33 C -0.300
34 C 1.281
35 C -0.224
36 C -0.591
37 C 0.492
38 C 1.106
39 C -0.472
40 C -0.636
41 C -0.454
42 C -0.946
43 C -0.347
44 C 1.085
45 C -0.459
46 C -0.643
47 C -0.416
48 C -0.917
49 C -0.240
50 C -0.180
51 C -0.542
52 H 0.511
53 H 0.554
54 H 0.562
55 H 0.300
56 H 0.428
57 H 0.421
58 H 0.439
59 H 0.076
60 H 0.209
61 H 0.434
62 H 0.424
63 H 0.427
64 H 0.555
65 H 0.575
66 H 0.539

---

Computed, not measured: a structure of composition C9H10ErF9N2O2 at a distorted geometry, with wB97M-V/def2-TZVPD.

Computed properties:
E_HOMO (alpha / beta) ... -0.5976 / -0.5887 Eh
⟨S²⟩ ... 3.77
Charge ... +2
Total energy ... -68617.42844 eV
2S+1 ... 4
F_max ... 9.22 eV/Å

CARTESIAN COORDINATES (ANGSTROEM)
N1 1.266 2.841 1.467
C1 1.925 2.057 0.330
N2 2.234 0.669 0.847
C2 2.039 -0.408 -0.197
C3 1.721 -1.862 0.483
C4 0.137 -2.091 0.908
C5 -0.934 -1.835 -0.304
F1 -0.234 -2.103 -1.616
F2 -1.951 -2.944 -0.189
C6 -1.591 -0.338 -0.370
F3 -1.216 0.216 -1.725
F4 -0.881 0.507 0.617
C7 -3.224 -0.279 -0.303
F5 -3.709 -0.876 0.994
F6 -3.894 -1.102 -1.381
C8 -3.894 1.207 -0.405
F7 -2.968 2.350 -0.276
F8 -4.486 1.311 -1.791
F9 -5.072 1.412 0.519
C9 3.395 -0.636 -1.149
O1 3.461 -1.658 -2.048
O2 4.572 0.261 -1.123
H1 0.273 3.081 1.211
H2 1.204 2.272 2.343
H3 2.948 2.580 0.098
H4 1.180 2.099 -0.572
H5 3.239 0.680 1.156
H6 1.202 -0.051 -0.932
H7 2.326 -1.891 1.512
H8 2.094 -2.792 -0.130
H9 0.060 -3.255 1.166
H10 -0.149 -1.552 1.934
Er1 -1.072 2.128 -1.072

Charges per atom according to Mulliken partitioning, unit e:
1 N -0.478
2 C 0.343
3 N -0.312
4 C 0.582
5 C -0.938
6 C -0.809
7 C 0.870
8 F -0.255
9 F -0.274
10 C 0.234
11 F -0.192
12 F -0.150
13 C 0.896
14 F -0.207
15 F -0.193
16 C 0.478
17 F -0.175
18 F -0.176
19 F -0.150
20 C 0.421
21 O -0.465
22 O -0.213
23 H 0.163
24 H 0.340
25 H 0.409
26 H -0.400
27 H 0.356
28 H -0.276
29 H 0.336
30 H 0.451
31 H 0.379
32 H 0.371
33 Er 1.032